[1]
Molecular formula: C4H7N3
Method: DFT, wB97M-V/def2-TZVPD

XYZ file:
```
14
Properties=species:S:1:pos:R:3:forces:R:3:nbo_charge:R:1
C -1.13503 0.68084 -0.35878 -0.23 0.00 0.14 -0.653
C -1.16968 -0.58567 0.47662 -0.13 0.02 -0.07 -0.218
N 0.13279 -0.68431 1.12519 0.18 -0.05 0.01 -0.592
C 1.19441 -0.27393 0.37574 0.18 -0.12 0.09 0.355
N 2.41529 -0.55480 0.58648 -0.30 0.15 -0.12 -0.655
C 0.74816 0.57578 -0.78233 0.38 0.17 -0.38 0.099
N 1.15995 1.09693 -1.80825 -0.15 -0.25 0.47 -0.467
H -0.20075 1.00318 -1.45860 -0.19 0.05 -0.09 0.499
H -1.23243 1.58844 0.24142 0.03 -0.13 -0.08 0.228
H -1.89640 0.66862 -1.14987 0.14 0.02 0.05 0.244
H -1.37650 -1.45800 -0.16120 0.04 0.12 0.09 0.185
H -1.94874 -0.53725 1.24408 0.11 -0.01 -0.11 0.211
H 0.31180 -1.43085 1.78066 -0.02 0.09 -0.07 0.409
H 2.99713 -0.08899 -0.11115 -0.03 -0.05 0.07 0.356
```
Positions in Å, forces in eV/Å.

Properties
gap between HOMO and LUMO: 9.26 eV
relative energy (zero: lowest compared OMol25 entry of this formula, charge and spin): 424.4 kJ/mol
energy: -8727.28044 eV
molar mass: 97.12 g/mol
spin multiplicity: 1
max |F|: 0.0110 hartree/bohr



[2]
Molecular formula: C4H6N2O
Method: DFT, wB97M-V/def2-TZVPD

XYZ file:
```
13
Properties=species:S:1:pos:R:3:forces:R:3:nbo_charge:R:1
N 1.21898 -1.47401 0.82304 0.14 0.34 0.01 -0.715
C 1.69544 -0.32999 0.58339 -0.04 -0.18 0.09 0.407
O 1.22723 0.50398 -0.36643 0.06 0.04 0.05 -0.503
C -0.00985 0.15874 -0.98556 -0.12 -0.10 -0.14 -0.075
C -1.14597 0.93379 -0.28662 0.02 0.07 0.01 -0.538
C -2.36162 0.13612 -0.12366 -0.84 -0.59 0.11 0.284
N -3.30811 -0.51517 0.00746 0.90 0.65 -0.16 -0.317
H 1.74762 -1.92136 1.56845 -0.11 0.04 -0.08 0.359
H 2.52770 0.15308 1.09614 0.06 -0.10 -0.08 0.157
H -0.16680 -0.92019 -0.94085 0.00 0.16 0.03 0.230
H 0.07374 0.47396 -2.02695 0.02 -0.08 0.13 0.199
H -0.80315 1.25427 0.70158 -0.06 -0.13 -0.07 0.262
H -1.38839 1.84433 -0.84244 -0.01 -0.12 0.09 0.251
```
Positions in Å, forces in eV/Å.

Properties
gap between HOMO and LUMO: 11.35 eV
relative energy (zero: lowest compared OMol25 entry of this formula, charge and spin): 142.1 kJ/mol
energy: -9272.02896 eV
molar mass: 98.10 g/mol
spin multiplicity: 1
max |F|: 0.0217 hartree/bohr



Copy entry 2 word for word.
Molecular formula: C4H6N2O
Method: DFT, wB97M-V/def2-TZVPD

XYZ file:
```
13
Properties=species:S:1:pos:R:3:forces:R:3:nbo_charge:R:1
N 1.21898 -1.47401 0.82304 0.14 0.34 0.01 -0.715
C 1.69544 -0.32999 0.58339 -0.04 -0.18 0.09 0.407
O 1.22723 0.50398 -0.36643 0.06 0.04 0.05 -0.503
C -0.00985 0.15874 -0.98556 -0.12 -0.10 -0.14 -0.075
C -1.14597 0.93379 -0.28662 0.02 0.07 0.01 -0.538
C -2.36162 0.13612 -0.12366 -0.84 -0.59 0.11 0.284
N -3.30811 -0.51517 0.00746 0.90 0.65 -0.16 -0.317
H 1.74762 -1.92136 1.56845 -0.11 0.04 -0.08 0.359
H 2.52770 0.15308 1.09614 0.06 -0.10 -0.08 0.157
H -0.16680 -0.92019 -0.94085 0.00 0.16 0.03 0.230
H 0.07374 0.47396 -2.02695 0.02 -0.08 0.13 0.199
H -0.80315 1.25427 0.70158 -0.06 -0.13 -0.07 0.262
H -1.38839 1.84433 -0.84244 -0.01 -0.12 0.09 0.251
```
Positions in Å, forces in eV/Å.

Properties
gap between HOMO and LUMO: 11.35 eV
relative energy (zero: lowest compared OMol25 entry of this formula, charge and spin): 142.1 kJ/mol
energy: -9272.02896 eV
molar mass: 98.10 g/mol
spin multiplicity: 1
max |F|: 0.0217 hartree/bohr



Question: Which of these has the highest energy?
Answer: C4H7N3



Question: Look up the max |F| of the second one.
Answer: 0.0217 hartree/bohr



Question: Number 2 is which compound?
Answer: C4H6N2O